Below is a structure of composition C11H10BrNSY, with properties calculated with ωB97M-V/def2-TZVPD.

CARTESIAN COORDINATES (ANGSTROEM)
H (0.093, 2.803, 1.627)
H (-1.218, -2.085, -2.050)
H (-0.415, -3.211, 0.291)
C (3.679, -2.139, 0.487)
H (-0.792, 1.712, -2.521)
Br (0.938, 0.068, 2.957)
C (-1.590, -1.541, 1.258)
H (1.878, 1.429, -2.147)
H (2.445, 2.169, 0.409)
C (1.448, 2.091, -0.031)
H (-1.518, -1.770, 2.326)
H (-2.965, 0.239, 1.232)
C (-0.837, 2.300, -0.353)
C (-1.438, -1.706, -1.050)
N (4.569, -2.574, 1.146)
C (-2.370, -0.489, 0.681)
C (-2.298, -0.606, -0.741)
C (-0.262, 1.843, -1.575)
S (2.503, -1.593, -0.544)
H (-1.888, 2.545, -0.194)
C (1.147, 1.689, -1.377)
C (0.208, 2.430, 0.609)
C (-1.009, -2.299, 0.187)
H (-2.829, 0.011, -1.464)
Y (0.465, -0.143, 0.425)

Atoms 1-2, force components in eV/Å:
H 0.1 -0.3 -0.4
H 0.0 0.2 0.4

Values from the calculation:
- relative energy (zero: lowest compared OMol25 entry of this formula, charge and spin) (kJ/mol) = 0.00
- LUMO (eV) = 3.1
- net charge = -1
- orbital gap (eV) = 7.932

The natural (NBO) scheme yields these atomic charges, measured in e: 0.246 0.224 0.244 0.078 0.221 -0.532 -0.400 0.239 0.252 -0.447 0.246 0.222 -0.308 -0.352 -0.446 -0.343 -0.300 -0.315 -0.313 0.222 -0.379 -0.382 -0.422 0.214 1.530

Below is the molecule C11H10Cl2F2, with properties calculated with ωB97M-V/def2-TZVPD.

CARTESIAN COORDINATES (ANGSTROEM)
C (0.069, -1.656, 1.541)
H (0.731, 3.328, -0.633)
H (-0.833, -1.893, -1.926)
C (-2.191, 1.884, -0.019)
C (0.074, -1.182, 0.083)
C (0.446, 1.204, -0.013)
C (1.903, 0.722, -0.069)
C (-1.839, 0.540, 0.115)
H (0.321, -3.065, -1.031)
H (-0.897, -1.922, 1.645)
C (1.778, -0.746, -0.476)
H (-1.339, -2.577, -0.557)
Cl (2.976, -1.800, 0.233)
H (-1.333, 3.902, -0.660)
F (2.773, 1.438, -0.845)
H (0.840, -2.420, 1.917)
C (-1.192, 2.860, -0.330)
C (-0.482, -2.197, -0.928)
Cl (2.520, 0.852, 1.635)
C (-0.488, 0.211, 0.098)
H (-2.683, -0.266, 0.143)
F (1.757, -0.879, -1.840)
H (0.277, -0.844, 2.270)
H (-3.305, 1.993, -0.036)
C (0.117, 2.510, -0.318)

Atoms 1-2, force components in eV/Å:
C 4.2 0.5 0.6
H 1.2 -0.3 0.2

Values from the calculation:
- relative energy (zero: lowest compared OMol25 entry of this formula, charge and spin) (kJ/mol) = 0.00
- LUMO (eV) = 0.6
- orbital gap (eV) = 10.103
- SMILES string = CC1(C)c2ccccc2[C@@](F)(Cl)[C@@]1(F)Cl

The natural (NBO) scheme yields these atomic charges, measured in e: -0.636 0.233 0.235 -0.195 0.005 -0.085 0.316 -0.203 0.231 0.207 0.304 0.208 0.002 0.223 -0.319 0.237 -0.212 -0.629 -0.046 -0.032 0.223 -0.336 0.230 0.224 -0.186

Below is a cluster of 2 separate species, C11H10Cl2N4O2 in total, with properties calculated with ωB97M-V/def2-TZVPD.

CARTESIAN COORDINATES (ANGSTROEM)
C (-0.415, -2.151, 2.104)
Cl (0.448, -4.277, -1.268)
O (1.813, -1.729, -1.366)
H (-1.979, 2.626, -0.387)
H (-0.127, 0.920, -2.841)
Cl (-1.072, -4.712, 1.540)
H (-2.045, 0.759, -0.073)
H (-0.712, 3.629, -1.182)
C (1.034, -1.801, -0.390)
C (0.387, 0.054, 2.817)
C (1.917, 0.332, 0.460)
N (0.506, 0.810, 3.703)
O (-0.947, -2.317, 3.217)
H (-1.375, -0.827, -0.637)
C (-0.974, 3.034, -0.299)
C (0.884, -0.654, 0.545)
C (-1.425, 0.254, -0.810)
C (0.274, -0.900, 1.770)
N (-0.057, 0.792, -0.720)
C (0.273, -3.039, -0.096)
N (2.792, 1.123, 0.385)
H (-0.984, 3.749, 0.525)
C (-0.400, -3.219, 1.078)
H (1.303, 0.038, -2.165)
H (0.942, 2.357, 0.017)
C (0.615, 0.882, -2.033)
N (-0.009, 1.982, 0.004)
H (-1.822, 0.454, -1.812)
H (1.155, 1.829, -2.089)

Atoms 1-2, force components in eV/Å:
C -1.1 0.4 2.3
Cl -0.2 0.1 0.2

Values from the calculation:
- relative energy (zero: lowest compared OMol25 entry of this formula, charge and spin) (kJ/mol) = 0.00
- LUMO (eV) = -2.5
- orbital gap (eV) = 6.392
- SMILES string = N#CC1=C(C#N)C(=O)C(Cl)=C(Cl)C1=O.CNN(C)C

The natural (NBO) scheme yields these atomic charges, measured in e: 0.485 0.097 -0.478 0.199 0.200 0.122 0.230 0.179 0.489 0.271 0.289 -0.272 -0.472 0.207 -0.432 -0.040 -0.419 -0.294 -0.200 -0.145 -0.294 0.226 -0.086 0.254 0.395 -0.456 -0.483 0.208 0.218

Below is a structure of composition C11H10F5O4Pd, with properties calculated with ωB97M-V/def2-TZVPD.

CARTESIAN COORDINATES (ANGSTROEM)
H (1.186, -3.663, 0.178)
C (2.536, 1.813, 0.363)
C (-3.792, -0.925, -0.837)
F (-5.864, -0.412, 0.183)
F (-4.569, 0.955, 2.145)
H (3.938, 2.138, -1.230)
O (1.593, 3.887, -0.356)
F (-1.750, -1.433, -1.829)
C (-1.700, -0.121, 0.142)
O (0.207, 2.138, -0.330)
H (1.538, 1.400, 2.235)
O (0.822, -1.718, 0.621)
H (2.491, -0.255, 0.520)
H (3.313, 1.211, 2.279)
C (-2.412, -0.820, -0.826)
O (2.403, 0.453, -0.142)
C (-4.525, -0.319, 0.168)
C (0.608, -2.807, -0.204)
H (0.921, -2.636, -1.247)
F (-1.870, 1.137, 2.122)
H (3.915, 3.413, -0.008)
C (1.340, 2.707, -0.167)
Pd (0.277, 0.115, 0.035)
C (3.862, 2.338, -0.162)
H (4.691, 1.844, 0.349)
F (-4.434, -1.605, -1.803)
C (2.488, 1.809, 1.882)
C (-2.479, 0.458, 1.125)
H (-0.452, -3.111, -0.237)
H (2.589, 2.830, 2.250)
C (-3.861, 0.377, 1.160)

Atoms 1-2, force components in eV/Å:
H 0.0 0.0 0.0
C 0.2 0.2 0.0

Values from the calculation:
- relative energy (zero: lowest compared OMol25 entry of this formula, charge and spin) (kJ/mol) = 7.28
- LUMO (eV) = 3.1
- net charge = -1
- orbital gap (eV) = 8.467

The natural (NBO) scheme yields these atomic charges, measured in e: 0.139 0.138 0.243 -0.307 -0.316 0.218 -0.684 -0.322 -0.277 -0.725 0.233 -0.833 0.515 0.196 0.299 -0.734 0.241 -0.227 0.137 -0.320 0.239 0.758 0.835 -0.621 0.188 -0.309 -0.640 0.283 0.140 0.229 0.284

Below is the molecule C11H10N2, with properties calculated with ωB97M-V/def2-TZVPD.

CARTESIAN COORDINATES (ANGSTROEM)
C (1.389, -0.868, -0.418)
H (-3.332, 2.172, 1.324)
C (0.002, 0.547, -2.070)
H (-0.297, -1.369, -3.159)
N (2.311, -1.166, -1.415)
H (-2.022, 1.773, -0.576)
C (-1.685, 1.344, 0.382)
C (-0.339, -0.256, -3.204)
H (2.206, -2.297, 1.016)
H (-0.461, 0.313, 3.811)
C (0.374, 0.105, -0.683)
C (-0.476, 0.559, 0.484)
C (1.520, -1.395, 0.898)
H (2.293, -0.597, -2.258)
C (-0.081, 0.142, 1.749)
N (-1.948, 1.321, 2.708)
C (-2.395, 1.661, 1.483)
H (1.211, -1.358, 2.860)
C (0.865, -0.877, 1.950)
H (-0.169, 1.602, -2.127)
C (-0.789, 0.626, 2.883)
H (2.402, -2.157, -1.454)
H (-0.577, 0.174, -4.184)

Atoms 1-2, force components in eV/Å:
C -1.9 2.9 -0.8
H -0.2 0.2 0.7

Values from the calculation:
- relative energy (zero: lowest compared OMol25 entry of this formula, charge and spin) (kJ/mol) = 178.38
- LUMO (eV) = 0.2
- orbital gap (eV) = 8.094
- SMILES string = C=Cc1c(N)ccc2cnccc12

The natural (NBO) scheme yields these atomic charges, measured in e: 0.193 0.197 -0.207 0.198 -0.815 0.217 -0.243 -0.390 0.210 0.187 -0.127 -0.012 -0.234 0.405 -0.064 -0.434 0.013 0.226 -0.186 0.202 0.078 0.380 0.207

Below is the molecule C11H10N2O2, with properties calculated with ωB97M-V/def2-TZVPD.

CARTESIAN COORDINATES (ANGSTROEM)
C (2.523, -1.568, -0.669)
H (-2.375, -0.328, -0.294)
C (4.494, -1.036, 0.273)
H (-1.688, -1.766, -1.259)
H (-2.052, -1.665, 1.852)
C (2.967, 2.458, 0.442)
O (5.586, -1.300, 0.679)
C (1.694, 2.081, -0.075)
C (0.113, 0.358, -1.003)
C (4.012, 1.590, 0.573)
H (3.185, 3.495, 0.636)
C (3.758, 0.263, 0.241)
N (-0.391, -0.842, -0.085)
H (-0.565, 1.137, -0.708)
H (0.819, 2.629, 0.082)
O (3.624, -2.050, -0.112)
H (4.984, 1.862, 1.052)
H (-3.406, -2.197, 0.950)
C (-1.803, -1.216, -0.283)
C (-2.288, -2.116, 0.869)
C (1.440, 0.804, -0.486)
C (2.523, -0.113, -0.399)
N (0.324, -1.444, 0.665)
H (-1.748, -3.032, 0.817)
H (0.142, -0.055, -1.973)

Atoms 1-2, force components in eV/Å:
C 0.7 3.2 1.6
H -0.7 1.0 -0.7

Values from the calculation:
- <S²> = 2.04
- LUMO (alpha / beta) (eV) = 0.4 / -1.7
- 2S+1 = 3
- orbital gap (alpha / beta) (eV) = 7.426 / 6.308

The natural (NBO) scheme yields these atomic charges, measured in e: 0.481 0.202 0.740 0.212 0.225 -0.229 -0.527 -0.172 -0.305 -0.154 0.218 -0.188 -0.065 0.214 0.207 -0.507 0.240 0.220 -0.259 -0.626 -0.043 -0.129 -0.216 0.232 0.228

Below is a structure of composition C11H10N2O5SZn, with properties calculated with ωB97M-V/def2-TZVPD.

CARTESIAN COORDINATES (ANGSTROEM)
C (-2.258, -1.885, 2.484)
C (0.310, 0.283, -1.965)
H (-3.243, -1.973, 2.938)
C (2.486, 0.407, -0.518)
H (2.022, 0.189, -3.866)
N (-2.081, 1.589, 0.586)
C (-1.267, -1.344, 3.539)
O (-0.406, -0.179, -1.023)
C (3.899, 0.407, -0.549)
Zn (-0.537, -0.051, 1.023)
O (-4.577, -0.743, 1.248)
H (5.709, 0.302, -1.683)
O (-1.365, -1.787, 4.695)
O (-0.123, 0.669, -3.063)
C (3.961, 0.216, -2.942)
H (-2.761, 0.368, -0.959)
C (-3.400, -0.463, 0.929)
O (-0.458, -0.437, 3.135)
H (-1.917, -2.897, 2.234)
C (4.625, 0.310, -1.721)
C (-3.144, 0.730, -0.003)
S (1.776, 0.572, 1.083)
C (1.823, 0.312, -1.763)
C (2.576, 0.232, -2.938)
H (4.414, 0.480, 0.404)
H (-2.405, 1.999, 1.454)
N (-2.268, -1.035, 1.309)
H (4.512, 0.139, -3.874)
H (-1.818, 2.336, -0.044)
H (-4.087, 1.255, -0.151)

Atoms 1-2, force components in eV/Å:
C 0.1 0.0 -0.3
C -0.1 0.0 0.1

Values from the calculation:
- LUMO (eV) = 5.2
- net charge = -2
- orbital gap (eV) = 6.714

The Mulliken scheme yields these atomic charges, measured in e: -0.451 0.549 0.316 0.423 0.379 -0.466 0.488 -0.457 -0.711 0.024 -0.821 0.316 -0.784 -0.745 -0.504 0.217 0.571 -0.591 0.231 -0.368 -0.489 -0.476 0.223 -0.509 0.357 0.232 0.133 0.330 0.228 0.353

Below is a structure of composition C11H10N3O3Ru, with properties calculated with ωB97M-V/def2-TZVPD.

CARTESIAN COORDINATES (ANGSTROEM)
C (0.576, -2.451, -0.674)
C (0.844, 3.032, -0.757)
O (-0.811, 0.096, 1.880)
H (0.964, 1.957, 2.487)
H (2.640, -0.465, -0.733)
N (2.499, 7.155, 0.995)
H (-1.908, -2.458, 0.760)
Ru (0.348, 0.226, 0.324)
H (2.090, -2.202, -2.188)
H (0.570, 2.697, -1.756)
H (0.529, -1.418, -2.535)
O (0.567, -3.656, -0.685)
H (1.315, 5.017, -1.416)
N (1.736, -0.318, -1.202)
C (-0.939, -2.189, 1.204)
C (-1.238, -1.048, 2.265)
H (1.737, 4.283, 2.806)
N (-0.055, -1.653, 0.234)
C (2.080, 6.099, 0.881)
C (1.596, 4.775, 0.710)
C (0.773, 2.199, 0.344)
O (-1.808, -1.335, 3.275)
C (1.078, 2.621, 1.627)
H (-0.552, -3.081, 1.713)
C (1.277, -1.610, -1.757)
C (1.255, 4.344, -0.572)
H (1.909, 0.347, -1.961)
C (1.500, 3.931, 1.814)

Atoms 1-2, force components in eV/Å:
C 0.9 -1.3 -1.9
C 0.3 1.1 -0.3

Values from the calculation:
- LUMO (alpha / beta) (eV) = -7.9 / -7.5
- net charge = +1
- orbital gap (alpha / beta) (eV) = 5.570 / 6.082

The natural (NBO) scheme yields these atomic charges, measured in e: 0.638 -0.193 -0.592 0.255 0.416 -0.193 0.266 1.247 0.249 0.230 0.247 -0.453 0.253 -0.802 -0.373 0.770 0.258 -0.515 0.227 -0.085 -0.175 -0.515 -0.226 0.272 -0.333 -0.158 0.429 -0.146

Below is the molecule C11H10O, with properties calculated with ωB97M-V/def2-TZVPD.

CARTESIAN COORDINATES (ANGSTROEM)
H (3.943, 1.599, -0.073)
O (-5.184, -1.193, -0.063)
H (-0.581, 2.112, -0.314)
C (3.796, -0.537, -0.040)
C (1.566, -1.417, 0.023)
H (-0.931, -0.869, 0.387)
H (-5.051, 0.773, 0.358)
C (-4.546, -0.173, 0.074)
H (-2.617, -0.955, -0.427)
C (-3.106, -0.052, -0.106)
H (4.866, -0.682, -0.047)
H (1.528, 1.961, -0.026)
C (-0.421, 0.031, 0.094)
C (3.277, 0.749, -0.052)
C (-1.079, 1.183, -0.091)
H (-3.069, 2.025, 0.244)
C (1.912, 0.954, -0.029)
C (-2.495, 1.134, 0.029)
H (0.903, -2.270, 0.053)
C (2.933, -1.621, -0.010)
C (1.025, -0.127, 0.020)
H (3.331, -2.625, -0.003)

Atoms 1-2, force components in eV/Å:
H 0.0 0.1 0.0
O 0.2 0.1 0.0

Values from the calculation:
- relative energy (zero: lowest compared OMol25 entry of this formula, charge and spin) (kJ/mol) = 132.72
- LUMO (eV) = -0.6
- orbital gap (eV) = 7.899
- SMILES string = O=C/C=C/C=C/c1ccccc1

The natural (NBO) scheme yields these atomic charges, measured in e: 0.213 -0.529 0.214 -0.208 -0.213 0.206 0.096 0.393 0.213 -0.308 0.215 0.206 -0.150 -0.194 -0.248 0.215 -0.218 -0.132 0.210 -0.207 0.009 0.216

| no. | maximum force (Eh/bohr) |
| --- | --- |
| 1 | 0.075 |
| 2 | 0.083 |
| 3 | 0.086 |
| 4 | 0.014 |
| 5 | 0.106 |
| 6 | 0.071 |
| 7 | 0.012 |
| 8 | 0.077 |
| 9 | 0.028 |